[1]
{"formula": "C5H10O2", "method": "wB97M-V/def2-TZVPD", "symbols": ["O", "C", "C", "C", "C", "C", "O", "H", "H", "H", "H", "H", "H", "H", "H", "H", "H"], "coordinates": [[3.570, -0.008, -0.630], [2.252, -0.320, -0.741], [1.442, 0.004, 0.532], [-0.060, -0.399, 0.541], [-1.013, 0.471, -0.267], [-2.515, 0.238, 0.109], [-3.421, 0.768, -0.754], [1.764, 0.218, -1.585], [2.066, -1.411, -0.955], [1.932, -0.524, 1.356], [1.473, 1.089, 0.663], [-0.394, -0.446, 1.582], [-0.125, -1.412, 0.121], [-0.890, 0.394, -1.348], [-0.831, 1.520, 0.003], [-2.609, 0.689, 1.115], [-2.640, -0.870, 0.259]], "total_charge": -2, "orbital_gap_ev": 6.68, "homo_energy_ha": 0.020, "fmax_ha_per_bohr": 0.021, "smiles": "[O-]CCCCC[O-]", "de_lowest_kcal_mol": 3.1, "molar_mass_g_mol": 102.13}

[2]
{"formula": "C12H27N4O5S", "method": "wB97M-V/def2-TZVPD", "symbols": ["C", "C", "C", "N", "C", "N", "C", "C", "C", "S", "O", "O", "O", "C", "N", "C", "C", "O", "N", "C", "C", "O", "H", "H", "H", "H", "H", "H", "H", "H", "H", "H", "H", "H", "H", "H", "H", "H", "H", "H", "H", "H", "H", "H", "H", "H", "H", "H", "H"], "coordinates": [[-1.020, -4.954, 0.453], [-1.313, -3.910, -0.671], [-0.231, -2.834, -0.640], [-0.151, -2.051, 0.658], [0.346, -0.709, 0.180], [1.680, -1.095, -0.318], [0.288, 0.416, 1.233], [1.512, 1.360, 1.275], [1.812, 1.867, 2.717], [3.557, 2.184, 3.033], [3.846, 3.530, 2.749], [3.783, 1.867, 4.395], [4.482, 1.224, 2.153], [-0.527, -0.579, -1.104], [-1.966, -0.582, -0.955], [-0.073, 0.496, -2.123], [-1.111, 1.546, -2.560], [-1.202, 1.735, -3.723], [-1.885, 2.278, -1.660], [-1.097, 3.088, -0.721], [-2.945, 3.038, -2.315], [-0.246, -1.908, -1.696], [-0.172, -4.643, 1.074], [-0.770, -5.930, 0.042], [-1.880, -5.096, 1.106], [-1.256, -4.463, -1.603], [-2.311, -3.484, -0.550], [0.674, -3.425, -0.789], [0.427, -2.517, 1.362], [-1.046, -1.946, 1.149], [2.112, -0.292, -0.770], [2.243, -1.219, 0.528], [0.164, 0.004, 2.240], [-0.590, 1.026, 1.016], [1.306, 2.225, 0.645], [2.438, 0.920, 0.904], [1.272, 2.798, 2.878], [1.471, 1.148, 3.463], [4.419, 0.305, 2.462], [-2.375, -0.897, -1.825], [-2.301, -1.111, -0.164], [0.219, -0.045, -3.020], [0.813, 1.049, -1.789], [-1.300, 4.155, -0.794], [-0.029, 2.928, -0.899], [-1.294, 2.762, 0.309], [-2.616, 4.008, -2.704], [-3.461, 2.477, -3.087], [-3.695, 3.256, -1.546]], "total_charge": 1, "orbital_gap_ev": 8.41, "homo_energy_ha": -0.438, "fmax_ha_per_bohr": 0.052, "smiles": "CC[C@@H]1[NH2+][C@](N)(CCCS(=O)(=O)O)[C@@](N)(CC(=O)N(C)C)O1", "molar_mass_g_mol": 339.44}

[3]
{"formula": "CH4ClOP", "method": "wB97M-V/def2-TZVPD", "symbols": ["C", "P", "Cl", "H", "H", "O", "H", "H"], "coordinates": [[0.351, -2.172, 0.597], [-0.494, -0.764, 0.278], [-0.656, -0.606, -1.731], [0.920, -2.934, -0.031], [0.506, -2.513, 1.658], [-0.042, 2.730, -0.026], [-0.138, 3.677, 0.192], [-0.447, 2.582, -0.938]], "orbital_gap_ev": 9.77, "homo_energy_ha": -0.351, "fmax_ha_per_bohr": 0.042, "smiles": "C=PCl.O", "de_lowest_kcal_mol": 45.9, "molar_mass_g_mol": 98.47}

[4]
{"formula": "C5H5NO2", "method": "wB97M-V/def2-TZVPD", "symbols": ["C", "C", "C", "C", "O", "C", "N", "O", "H", "H", "H", "H", "H"], "coordinates": [[0.441, -1.005, -1.741], [0.449, -0.448, -0.511], [1.466, -0.549, 0.519], [1.006, 0.108, 1.609], [-0.215, 0.685, 1.430], [-0.580, 0.398, 0.119], [-1.662, 0.800, -0.386], [-2.414, 1.526, 0.485], [1.263, -1.596, -2.115], [-0.355, -0.823, -2.448], [2.403, -1.066, 0.446], [1.420, 0.286, 2.601], [-3.223, 1.682, -0.007]], "orbital_gap_ev": 8.44, "homo_energy_ha": -0.300, "fmax_ha_per_bohr": 0.028, "smiles": "C=C1C=CO/C1=N\\O", "de_lowest_kcal_mol": 72.3, "molar_mass_g_mol": 111.10}